{"formula": "C22H38N2O20S2", "method": "ωB97M-V with the def2-TZVPD basis set", "e_homo_ev": -8.5, "total_energy_ha": -3270.0265, "de_lowest_kj_mol": 3730.3, "gap_ev": 6.423, "charge": 0, "spin_multiplicity": 1, "e_lumo_ev": -2.076, "species": ["C", "N", "O", "O", "H", "H", "H", "C", "N", "O", "O", "H", "H", "H", "O", "C", "O", "C", "C", "C", "H", "H", "H", "H", "H", "H", "O", "C", "O", "C", "C", "C", "H", "H", "H", "H", "H", "H", "O", "C", "O", "C", "C", "C", "H", "H", "H", "H", "H", "H", "O", "C", "O", "C", "C", "C", "H", "H", "H", "H", "H", "H", "C", "C", "O", "S", "O", "O", "O", "H", "H", "H", "H", "C", "C", "O", "S", "O", "O", "O", "H", "H", "H", "H"], "xyz": [[-1.525, 1.153, 4.390], [-1.889, 0.442, 3.214], [-1.909, -0.749, 3.314], [-1.917, 1.071, 2.113], [-2.438, 1.412, 4.927], [-0.856, 1.962, 4.095], [-0.942, 0.592, 5.120], [-4.280, -2.137, -0.861], [-4.175, -0.637, -0.599], [-4.992, 0.205, -1.123], [-3.279, -0.310, 0.119], [-3.412, -2.733, -1.142], [-4.920, -2.215, -1.739], [-4.672, -2.541, 0.073], [2.488, -4.658, 2.792], [1.605, -3.939, 2.375], [0.448, -4.450, 1.888], [-0.490, -3.430, 1.559], [-0.018, -2.157, 2.142], [1.549, -2.415, 2.258], [-1.515, -3.623, 1.878], [-0.482, -3.357, 0.472], [-0.430, -1.941, 3.128], [-0.189, -1.270, 1.533], [1.987, -1.765, 3.016], [2.121, -2.247, 1.345], [0.455, -1.480, -1.546], [-0.024, -0.649, -0.799], [-1.030, -1.000, 0.027], [-1.524, -0.126, 0.832], [-0.648, 1.115, 0.623], [0.288, 0.821, -0.654], [-1.462, -0.296, 1.907], [-2.544, 0.118, 0.538], [-0.043, 1.260, 1.518], [-1.297, 1.920, 0.281], [1.357, 1.026, -0.694], [-0.303, 1.307, -1.430], [-1.002, 0.171, -5.018], [-1.402, 0.584, -3.907], [-2.075, 1.731, -3.813], [-2.465, 1.889, -2.463], [-2.407, 0.544, -1.936], [-1.257, -0.153, -2.597], [-3.395, 2.452, -2.380], [-1.806, 2.475, -1.821], [-3.337, -0.022, -1.989], [-2.223, 0.530, -0.862], [-1.283, -1.236, -2.475], [-0.262, 0.182, -2.306], [1.542, 5.539, -1.195], [1.966, 4.395, -1.240], [2.930, 4.045, -0.327], [3.281, 2.647, -0.461], [1.983, 2.079, -1.220], [1.552, 3.174, -2.104], [3.571, 2.116, 0.446], [4.061, 2.478, -1.203], [1.246, 1.752, -0.488], [2.259, 1.211, -1.820], [0.503, 3.185, -2.399], [2.138, 3.326, -3.010], [0.640, -0.501, 4.320], [2.178, -0.650, 4.389], [2.608, -0.386, 3.020], [1.642, 0.789, 2.257], [1.409, 0.367, 0.792], [2.080, 2.113, 2.654], [0.312, 0.398, 3.247], [0.174, -0.100, 5.220], [0.138, -1.457, 4.171], [2.525, -1.618, 4.748], [2.621, 0.131, 5.008], [1.060, 0.031, -3.370], [1.663, -1.184, -2.681], [2.782, -1.578, -3.353], [2.770, -1.080, -4.851], [1.919, -1.870, -5.695], [4.183, -0.904, -5.256], [2.058, 0.251, -4.320], [1.101, 0.769, -2.569], [0.069, -0.020, -3.821], [0.995, -2.035, -2.545], [1.860, -0.836, -1.667]]}

=====

{"formula": "C9H17BCuINO6", "method": "ωB97M-V with the def2-TZVPD basis set", "e_homo_ev": -12.1, "total_energy_ha": -2822.1681, "de_lowest_kj_mol": 0.0, "gap_ev": 6.934, "charge": 1, "spin_multiplicity": 1, "e_lumo_ev": -5.182, "species": ["C", "C", "O", "B", "O", "N", "I", "C", "O", "O", "C", "C", "C", "C", "O", "O", "C", "C", "H", "H", "H", "H", "H", "H", "H", "H", "H", "H", "H", "H", "H", "H", "H", "H", "H", "Cu"], "xyz": [[4.922, -1.552, 0.659], [3.564, -1.968, 1.205], [2.738, -2.499, 0.143], [1.423, -2.204, 0.071], [0.518, -2.741, 0.915], [0.942, -1.232, -1.001], [1.935, -1.434, -2.781], [0.742, 0.075, -0.640], [1.193, 1.073, -1.156], [-0.178, 0.129, 0.358], [-0.222, 1.324, 1.154], [-1.098, 2.449, 0.578], [-1.241, 2.479, -0.952], [-2.285, 1.646, -1.652], [-2.806, 2.063, -2.700], [-2.560, 0.440, -1.228], [-3.578, 0.202, -0.186], [-3.222, -1.066, 0.562], [5.700, -2.275, 0.906], [4.865, -1.478, -0.429], [5.226, -0.579, 1.049], [3.641, -2.747, 1.966], [3.053, -1.116, 1.670], [-0.397, -2.565, 0.673], [-0.597, 0.984, 2.118], [0.797, 1.694, 1.285], [-2.077, 2.493, 1.059], [-0.599, 3.387, 0.831], [-1.447, 3.503, -1.280], [-0.255, 2.183, -1.347], [-4.529, 0.135, -0.714], [-3.605, 1.088, 0.452], [-2.930, -0.874, 1.595], [-4.063, -1.760, 0.568], [-2.380, -1.542, 0.057], [-1.191, 2.284, -3.809]]}

=====

{"formula": "C39H36AsGeN4O3S4W", "method": "ωB97M-V with the def2-TZVPD basis set", "e_homo_ev": -10.7, "total_energy_ha": -7924.7706, "de_lowest_kj_mol": 258.5, "gap_ev": 6.849, "charge": 1, "spin_multiplicity": 1, "e_lumo_ev": -3.849, "species": ["W", "N", "N", "C", "N", "S", "H", "H", "H", "H", "H", "S", "C", "N", "O", "S", "O", "O", "S", "C", "C", "C", "C", "C", "C", "As", "C", "C", "C", "C", "C", "C", "C", "C", "C", "C", "C", "C", "H", "H", "H", "H", "H", "H", "H", "H", "H", "H", "H", "H", "H", "H", "H", "C", "Ge", "C", "C", "C", "C", "C", "C", "C", "C", "C", "C", "C", "C", "C", "C", "C", "C", "C", "C", "H", "H", "H", "H", "H", "H", "H", "H", "H", "H", "H", "H", "H", "H", "H", "H"], "xyz": [[0.744, 0.612, -1.062], [-0.423, 0.306, 2.319], [-1.582, -0.455, 2.307], [-2.130, -0.933, 1.184], [-3.204, -1.712, 1.352], [-1.613, -0.709, -0.414], [0.351, -0.244, 2.677], [-0.577, 1.128, 2.888], [-1.977, -0.750, 3.190], [-3.543, -1.978, 2.262], [-3.630, -2.132, 0.544], [1.392, -3.717, 0.677], [1.243, -2.203, 0.247], [1.136, -1.053, -0.015], [1.258, -1.086, -4.604], [1.020, -0.267, -3.479], [2.139, -0.222, -2.376], [-0.143, -0.690, -2.606], [0.741, 1.704, -3.554], [-3.501, 2.065, -5.255], [-2.823, 3.221, -4.894], [-2.239, 3.325, -3.642], [-2.348, 2.277, -2.732], [-3.005, 1.109, -3.106], [-3.587, 1.010, -4.361], [-1.370, 2.326, -1.063], [-2.701, 2.218, 0.367], [-3.953, 1.647, 0.178], [-4.876, 1.638, 1.214], [-4.555, 2.193, 2.445], [-3.310, 2.777, 2.633], [-2.390, 2.797, 1.594], [-0.962, 4.213, -0.756], [0.185, 4.653, -0.114], [0.333, 5.989, 0.237], [-0.670, 6.898, -0.050], [-1.837, 6.462, -0.667], [-1.988, 5.128, -1.006], [-3.949, 1.983, -6.237], [-2.733, 4.041, -5.594], [-1.683, 4.221, -3.401], [-3.049, 0.257, -2.441], [-4.095, 0.097, -4.640], [-4.228, 1.218, -0.778], [-5.854, 1.204, 1.052], [-5.282, 2.192, 3.247], [-3.062, 3.242, 3.579], [-1.438, 3.294, 1.744], [0.987, 3.970, 0.132], [1.240, 6.306, 0.737], [-0.554, 7.941, 0.215], [-2.638, 7.159, -0.875], [-2.924, 4.803, -1.443], [1.272, 1.639, 0.320], [3.224, 2.047, -0.546], [4.603, 0.681, -0.419], [5.898, 1.203, -0.457], [6.999, 0.366, -0.369], [6.819, -1.003, -0.227], [5.537, -1.527, -0.164], [4.434, -0.689, -0.261], [3.364, 3.024, -2.221], [4.305, 2.587, -3.147], [4.494, 3.275, -4.338], [3.739, 4.402, -4.619], [2.788, 4.840, -3.706], [2.603, 4.155, -2.518], [3.612, 3.277, 0.935], [3.665, 4.656, 0.766], [3.964, 5.485, 1.841], [4.199, 4.943, 3.095], [4.152, 3.566, 3.273], [3.859, 2.740, 2.200], [1.503, 2.018, 1.307], [6.062, 2.273, -0.544], [7.996, 0.785, -0.407], [7.678, -1.658, -0.161], [5.387, -2.592, -0.045], [3.449, -1.119, -0.217], [4.880, 1.686, -2.963], [5.230, 2.922, -5.048], [3.886, 4.936, -5.549], [2.186, 5.714, -3.923], [1.843, 4.511, -1.831], [3.506, 5.097, -0.211], [4.024, 6.556, 1.692], [4.435, 5.589, 3.931], [4.357, 3.136, 4.246], [3.862, 1.663, 2.344]]}

=====

{"formula": "C57H68N3O2PPtSe", "method": "ωB97M-V with the def2-TZVPD basis set", "e_homo_ev": [-12.5, -12.5], "total_energy_ha": -5389.1804, "gap_ev": [4.508, 4.507], "charge": 2, "spin_multiplicity": 1, "e_lumo_ev": [-7.972, -7.967], "species": ["Pt", "C", "C", "C", "C", "C", "C", "C", "N", "C", "C", "C", "C", "C", "C", "O", "C", "C", "C", "C", "C", "C", "C", "C", "C", "O", "C", "C", "C", "C", "C", "C", "H", "H", "H", "H", "H", "H", "H", "H", "H", "H", "H", "H", "H", "H", "H", "H", "H", "H", "H", "H", "H", "H", "H", "H", "H", "H", "H", "H", "H", "H", "H", "H", "H", "H", "H", "H", "H", "H", "H", "H", "C", "C", "C", "C", "C", "C", "C", "P", "C", "C", "C", "C", "C", "C", "C", "C", "C", "C", "C", "C", "C", "C", "H", "H", "H", "H", "H", "H", "H", "H", "H", "H", "H", "H", "H", "H", "H", "H", "H", "H", "H", "H", "C", "N", "C", "Se", "N", "C", "C", "C", "C", "C", "C", "H", "H", "H", "H", "H", "H", "H", "H"], "xyz": [[-0.063, -0.045, -0.025], [-4.526, 6.238, 0.194], [-3.529, 5.500, 1.095], [-4.274, 5.054, 2.368], [-2.411, 6.479, 1.481], [-2.957, 4.249, 0.447], [-1.923, 3.553, 1.064], [-1.474, 2.328, 0.572], [-0.543, 1.521, 1.141], [0.079, 1.461, 2.351], [-0.165, 2.250, 3.473], [0.548, 2.081, 4.659], [1.495, 1.048, 4.724], [1.765, 0.195, 3.670], [1.075, 0.403, 2.439], [1.315, -0.348, 1.406], [2.734, -0.971, 3.782], [1.975, -2.272, 3.465], [3.891, -0.772, 2.790], [3.337, -1.119, 5.181], [0.281, 3.022, 5.823], [-1.195, 2.920, 6.245], [0.590, 4.456, 5.355], [1.139, 2.730, 7.057], [-2.017, 1.802, -0.682], [-1.568, 0.669, -1.135], [-3.019, 2.562, -1.353], [-3.467, 3.725, -0.745], [-3.622, 2.209, -2.708], [-5.125, 1.928, -2.541], [-3.466, 3.413, -3.657], [-2.969, 1.000, -3.375], [-4.872, 7.138, 0.699], [-5.406, 5.632, -0.009], [-4.068, 6.539, -0.746], [-4.728, 5.916, 2.850], [-3.599, 4.585, 3.081], [-5.069, 4.354, 2.117], [-2.846, 7.377, 1.913], [-1.830, 6.763, 0.606], [-1.736, 6.055, 2.220], [-1.442, 3.973, 1.928], [-0.943, 2.991, 3.428], [2.025, 0.901, 5.648], [1.621, -2.287, 2.436], [1.112, -2.375, 4.125], [2.629, -3.127, 3.616], [3.528, -0.705, 1.768], [4.579, -1.611, 2.859], [4.441, 0.137, 3.030], [2.562, -1.309, 5.919], [3.913, -0.242, 5.468], [4.019, -1.967, 5.185], [-1.872, 3.242, 5.458], [-1.366, 3.552, 7.112], [-1.440, 1.896, 6.517], [-0.070, 4.771, 4.552], [1.617, 4.524, 5.006], [0.465, 5.148, 6.184], [0.922, 1.749, 7.474], [0.917, 3.464, 7.827], [2.201, 2.804, 6.840], [-4.244, 4.283, -1.236], [-5.638, 2.775, -2.095], [-5.285, 1.056, -1.913], [-5.571, 1.738, -3.515], [-4.116, 4.239, -3.380], [-3.740, 3.112, -4.664], [-2.439, 3.767, -3.670], [-3.111, 0.089, -2.797], [-1.903, 1.166, -3.507], [-3.417, 0.844, -4.352], [4.634, -1.727, -0.919], [4.960, -0.525, -1.743], [6.260, -0.297, -2.183], [6.569, 0.802, -2.965], [5.574, 1.700, -3.326], [4.280, 1.508, -2.886], [3.968, 0.391, -2.112], [2.252, 0.064, -1.605], [1.384, 1.604, -2.073], [0.682, 1.672, -3.275], [0.173, 2.880, -3.708], [0.312, 4.014, -2.924], [0.973, 3.943, -1.710], [1.535, 2.748, -1.272], [2.330, 2.718, -0.001], [1.672, -1.174, -2.798], [2.284, -1.396, -4.025], [1.698, -2.267, -4.930], [0.505, -2.906, -4.610], [-0.084, -2.719, -3.376], [0.523, -1.896, -2.423], [0.098, -1.898, -1.020], [5.359, -1.857, -0.118], [4.658, -2.627, -1.534], [3.636, -1.634, -0.481], [7.037, -0.992, -1.902], [7.585, 0.968, -3.289], [5.803, 2.549, -3.952], [3.508, 2.211, -3.165], [0.572, 0.784, -3.878], [-0.322, 2.935, -4.664], [-0.084, 4.958, -3.269], [1.077, 4.830, -1.101], [1.851, 3.329, 0.765], [3.329, 3.128, -0.162], [2.445, 1.692, 0.360], [3.197, -0.876, -4.282], [2.157, -2.433, -5.892], [0.053, -3.578, -5.323], [-0.982, -3.261, -3.121], [0.864, -2.397, -0.409], [-0.852, -2.425, -0.893], [-3.546, 0.619, 2.947], [-3.796, -0.282, 1.858], [-3.012, -1.304, 1.471], [-1.340, -1.717, 2.125], [-3.626, -1.967, 0.470], [-4.822, -1.355, 0.180], [-5.809, -1.623, -0.758], [-6.890, -0.763, -0.785], [-6.986, 0.325, 0.089], [-6.012, 0.596, 1.030], [-4.924, -0.266, 1.068], [-2.600, 0.354, 3.421], [-4.346, 0.533, 3.684], [-3.498, 1.647, 2.580], [-3.271, -2.814, 0.052], [-5.732, -2.460, -1.433], [-7.679, -0.926, -1.503], [-7.844, 0.975, 0.022], [-6.092, 1.436, 1.700]]}